1.
3 unconnected molecules or ions with the total composition C4H13NO3 in a non-equilibrium geometry, computed with ωB97M-V/def2-TZVPD.

Calculated values
Kohn-Sham gap ... 9.59 eV
Structure (SMILES) ... CNCCC=O.O.O
Max |F| ... 2.31 eV Å⁻¹
Multiplicity ... 1
Total energy ... -440.62729 a.u.
HOMO ... -9.052 eV

Geometry as XYZ:
```
21
C4H13NO3 (ωB97M-V/def2-TZVPD)
C 2.11 -0.53 1.12
N 0.99 -1.09 0.30
C -0.03 -1.73 1.11
C -0.94 -0.85 2.00
C -1.64 0.28 1.32
O -0.97 1.07 0.69
H 2.72 0.25 0.68
H 2.70 -1.44 1.20
H 1.77 -0.30 2.14
H 0.54 -0.40 -0.28
H 0.46 -2.50 1.71
H -0.68 -2.31 0.45
H -1.72 -1.52 2.37
H -0.38 -0.36 2.83
H -2.75 0.33 1.32
H -0.52 0.44 -3.36
H -0.99 0.48 -1.84
O -1.27 0.35 -2.74
H 1.99 1.63 -2.62
H 0.68 1.74 -2.12
O 1.22 2.20 -2.78
```

=====

2.
2 unconnected molecules or ions with the total composition C4H10O3 in a non-equilibrium geometry, computed with ωB97M-V/def2-TZVPD.

Calculated values
Kohn-Sham gap ... 10.48 eV
Structure (SMILES) ... C[C@@H](O)CC=O.O
Max |F| ... 4.30 eV Å⁻¹
Multiplicity ... 1
Total energy ... -384.06626 a.u.
HOMO ... -9.950 eV

Geometry as XYZ:
```
17
C4H10O3 (ωB97M-V/def2-TZVPD)
O -2.87 0.49 -0.13
C -2.00 -0.28 0.28
C -0.54 -0.24 -0.21
C 0.38 -0.57 0.91
C 0.83 -1.96 1.14
O 1.60 0.24 0.51
H -2.12 -1.15 0.87
H -0.26 0.74 -0.56
H -0.33 -1.07 -1.06
H -0.02 -0.14 1.83
H 1.36 -2.45 0.28
H -0.01 -2.69 1.48
H 1.57 -1.77 1.96
H 1.59 1.12 0.97
H 1.59 1.48 -1.37
H 2.20 2.74 -2.34
O 1.57 1.96 -2.24
```

=====

3.
A single C2H4NOP molecule in a non-equilibrium geometry, computed with ωB97M-V/def2-TZVPD.

Calculated values
Kohn-Sham gap ... 11.14 eV
Structure (SMILES) ... CP(O)C#N
Max |F| ... 3.80 eV Å⁻¹
Multiplicity ... 1
Total energy ... -549.94047 a.u.
HOMO ... -10.718 eV

Geometry as XYZ:
```
9
C2H4NOP (ωB97M-V/def2-TZVPD)
C -1.85 0.62 -1.49
C 0.22 0.58 0.34
N -2.90 1.07 -1.66
O -0.81 -1.69 -0.69
P -0.16 -0.21 -1.28
H -0.58 0.65 1.00
H 0.70 1.57 0.41
H 1.11 -0.09 0.71
H -1.36 -1.70 0.14
```

=====

4.
A single C20H25N3O2 molecule in a non-equilibrium geometry, computed with ωB97M-V/def2-TZVPD.

Calculated values
Kohn-Sham gap ... 7.94 eV
Structure (SMILES) ... CC(C)c1ccc(CNc2cc(N3CCCC3)ccc2[N+](=O)[O-])cc1
Max |F| ... 2.29 eV Å⁻¹
Multiplicity ... 1
Total energy ... -1091.76178 a.u.
HOMO ... -8.004 eV

Geometry as XYZ:
```
50
C20H25N3O2 (ωB97M-V/def2-TZVPD)
O -3.67 2.28 -0.13
O -2.21 1.94 1.42
C -0.94 2.13 -3.14
C 0.85 1.68 -1.61
C -1.84 2.11 -2.11
C 0.22 0.03 3.27
C 0.14 -1.83 1.74
C -0.47 -0.73 4.20
C -0.50 -2.59 2.74
C -0.07 1.70 -0.55
C 0.43 1.91 -2.92
C -1.46 1.92 -0.79
C 0.52 -0.51 2.03
C -0.80 -2.05 4.00
N 0.37 1.44 0.72
N 1.38 1.91 -3.97
N -2.49 2.06 0.23
C 1.26 0.30 0.97
C -2.97 -3.08 4.32
C -0.97 -4.22 5.36
C 0.98 1.88 -5.38
C 2.74 1.38 -3.80
C 2.31 1.94 -6.12
C 3.28 1.22 -5.18
C -1.60 -2.87 4.96
H -1.25 2.36 -4.14
H 1.92 1.54 -1.40
H -2.88 2.25 -2.38
H 0.49 1.05 3.53
H 0.27 -2.26 0.76
H -0.71 -0.23 5.13
H -0.75 -3.60 2.51
H -0.40 1.51 1.39
H 2.24 0.69 1.32
H 1.44 -0.31 0.07
H -3.64 -3.46 5.10
H -3.38 -2.15 3.89
H -2.96 -3.83 3.55
H -0.06 -4.08 5.94
H -0.80 -4.84 4.49
H -1.63 -4.78 6.00
H 0.35 2.73 -5.67
H 0.44 0.97 -5.58
H 3.31 2.13 -3.27
H 2.72 0.43 -3.26
H 2.22 1.45 -7.08
H 2.66 2.95 -6.27
H 3.34 0.16 -5.48
H 4.30 1.61 -5.30
H -1.71 -2.24 5.88
```

=====

Across the entries above, energy above the lowest of the compared OMol25 structures with the same formula, charge and spin takes the values 55.2 52.3 0.1 104.4 kcal per mole, respectively.
Across the entries above, LUMO energy takes the values 0.54 0.53 0.42 -0.07 eV, respectively.